Record 1
Here is an isolated ion of composition C5H9N2OS and charge +1 at a distorted geometry from the Open Molecules 2025 dataset. Energies are from ωB97M-V with the def2-TZVPD basis set.

Properties
- charge = +1
- energy above the lowest of the compared OMol25 structures with the same formula, charge and spin (kcal per mole) = 106.3

CARTESIAN COORDINATES (ANGSTROEM)
C  -0.07149  1.42317  -0.34878
H  -2.39218  -1.19200  2.17576
H  1.09338  2.61899  0.85907
H  3.31270  -0.55336  -0.69700
S  -0.27898  -1.32495  0.96963
C  2.37918  -0.15472  -0.36754
C  1.01677  1.69086  0.29561
H  2.90046  1.10894  0.93288
H  1.67869  -1.34418  -1.77415
N  2.08436  0.83168  0.45606
O  -0.61474  -1.39917  -1.76304
C  -2.06700  -1.00597  1.07100
H  -2.18767  0.00313  0.61238
H  -1.17722  -2.10067  -1.52304
N  1.45222  -0.85264  -0.99440
C  0.04426  -0.95960  -0.71927
H  -1.01510  2.06626  -0.57247
H  -2.44159  -1.88779  0.52713

=====

Record 2
Here is a single C5H9N2P molecule at a distorted geometry from the Open Molecules 2025 dataset. Energies are from ωB97M-V with the def2-TZVPD basis set.

Properties
- energy above the lowest of the compared OMol25 structures with the same formula, charge and spin (kcal per mole) = 77.8

CARTESIAN COORDINATES (ANGSTROEM)
P  -1.29575  1.22285  0.58130
C  -0.14891  -0.20387  1.08292
N  -1.13547  -0.81472  -0.90551
H  -0.81523  -1.27052  -1.77228
C  0.73670  0.59619  -1.02758
H  0.89094  0.23963  -1.97244
C  1.47492  1.49532  -0.06963
H  2.49338  1.71530  -0.35943
H  0.90148  2.40590  0.26093
H  -2.68245  0.60842  0.82012
H  -0.04848  -2.19604  0.27565
H  -1.67681  -1.85466  0.61337
N  -0.94266  0.54741  -0.96858
C  1.13506  0.07595  0.39144
C  -0.71892  -1.36879  0.36109
H  -0.00464  -0.43212  2.19995
H  1.83683  -0.76624  0.48870

=====

Record 3
Here is a 2-piece molecular cluster, C5H9N2P overall at a distorted geometry from the Open Molecules 2025 dataset. Energies are from ωB97M-V with the def2-TZVPD basis set.

Properties
- energy above the lowest of the compared OMol25 structures with the same formula, charge and spin (kcal per mole) = 105.1

CARTESIAN COORDINATES (ANGSTROEM)
H  1.09258  -1.96806  -1.86141
H  -1.30490  -1.34335  2.49832
H  0.86868  2.36340  2.04186
C  0.12365  -2.42177  -1.61679
C  -0.13981  -2.05632  -0.24077
H  0.25639  -3.58171  -1.85960
H  -0.72349  -2.04155  -2.24812
H  -0.62091  1.58839  1.44928
H  1.73676  1.93696  -0.47138
H  1.20000  0.48446  0.42668
C  0.11945  2.27856  1.26599
C  -0.21788  1.35839  -0.98698
H  -0.31205  3.23681  1.09888
P  -1.38279  1.14380  -1.98618
N  -0.67793  -1.55064  0.70228
C  0.79113  1.51143  0.01964
N  -0.80888  -0.93880  1.76829

=====

Record 4
Here is an isolated ion of composition C5H9N2S and charge +1 at a distorted geometry from the Open Molecules 2025 dataset. Energies are from ωB97M-V with the def2-TZVPD basis set.

Properties
- charge = +1
- energy above the lowest of the compared OMol25 structures with the same formula, charge and spin (kcal per mole) = 96.5

CARTESIAN COORDINATES (ANGSTROEM)
C  -2.39113  -1.32393  -0.02004
H  0.53010  2.07690  1.34735
H  1.52075  -0.13999  1.24751
H  1.62008  2.21298  0.08235
H  1.99535  -1.24058  -0.77642
H  -0.01216  1.82313  -0.20639
H  2.45713  0.47596  -0.91203
N  0.77166  1.70101  0.39123
S  -2.30718  1.21145  -0.11052
C  -1.06427  -1.39947  0.45567
N  -3.00983  -0.20011  -0.20952
C  -0.29381  -0.34473  0.62134
C  1.70210  -0.20718  -0.92203
H  1.07275  -0.26257  -1.77284
C  1.02502  0.23170  0.37994
H  -0.65453  -2.47792  0.58518
H  -2.96202  -2.13664  -0.18077

=====

Record 5
Here is a single C5H9N3 molecule at a distorted geometry from the Open Molecules 2025 dataset. Energies are from ωB97M-V with the def2-TZVPD basis set.

Properties
- energy above the lowest of the compared OMol25 structures with the same formula, charge and spin (kcal per mole) = 84.7

CARTESIAN COORDINATES (ANGSTROEM)
H  0.59539  -2.23832  0.72543
C  1.36916  -0.13973  -0.01138
N  -1.96205  -1.17640  -0.15594
H  -0.49553  0.97949  1.47919
H  -2.35294  0.61948  1.16765
H  -1.01359  1.35490  -1.39210
C  -1.35889  1.37952  0.76968
N  2.61288  -0.17105  0.17435
C  -0.68682  -0.66803  -0.34119
N  0.86250  0.97642  -0.49836
H  1.35855  1.79586  -0.42490
H  -2.01073  -2.23060  0.05167
H  2.74156  -1.12486  0.78808
H  -1.79020  2.54220  0.69581
C  -0.58347  0.88264  -0.53122
C  0.47230  -1.16295  0.24466
H  -2.89943  -0.84964  -0.51448

=====

Record 6
Here is a single C5H9N3 molecule at a distorted geometry from the Open Molecules 2025 dataset. Energies are from ωB97M-V with the def2-TZVPD basis set.

Properties
- energy above the lowest of the compared OMol25 structures with the same formula, charge and spin (kcal per mole) = 89.1

CARTESIAN COORDINATES (ANGSTROEM)
H  1.93140  -0.29975  1.73061
H  -0.19205  1.68491  -0.83803
H  1.53017  -0.15998  -2.02863
C  -1.73040  0.54800  -0.35662
H  2.19444  1.15160  -1.04000
C  0.69883  -0.04939  -0.02969
H  1.43172  1.37075  1.43406
H  0.37144  -1.09203  -0.03854
C  -3.33484  -1.20233  -0.26746
C  1.84419  0.11800  -1.02292
N  -0.43923  0.77372  -0.47765
N  -4.30620  -1.74971  -0.55881
H  0.26725  0.20142  2.07394
C  1.10830  0.32993  1.39376
H  -1.97831  -0.33415  0.91287
N  -2.07897  -0.77525  -0.14917
H  2.68228  -0.51574  -0.73771

=====

Question: energy above the lowest of the compared OMol25 structures with the same formula, charge and spin of number 1 (C5H9N2OS)?
Answer: 106.3 kcal per mole